(1)
{
  "formula": "C26H36AsClIOP2Tb",
  "method": "ωB97M-V/def2-TZVPD",
  "species": ["C", "C", "H", "H", "H", "O", "I", "Tb", "P", "C", "C", "H", "H", "H", "H", "H", "H", "C", "H", "H", "H", "P", "C", "C", "H", "H", "H", "C", "H", "H", "H", "H", "H", "H", "Cl", "C", "C", "C", "C", "C", "C", "As", "C", "C", "C", "C", "C", "C", "C", "C", "C", "C", "C", "C", "H", "H", "H", "H", "H", "H", "H", "H", "H", "H", "H", "H", "H", "H", "H"],
  "positions_angstrom": [[0.07574, 0.08995, -5.79467], [0.05401, -1.06668, -4.87245], [0.10241, 1.03304, -5.23655], [-0.81304, 0.03821, -6.44199], [0.96608, 0.01195, -6.43930], [0.03700, -0.89410, -3.61934], [0.09030, -3.95250, -3.07206], [-0.00173, -0.70103, -1.24576], [2.80241, -1.08314, -1.57394], [4.03016, -0.07841, -0.66532], [3.59207, -2.73457, -1.50774], [4.65626, -2.67308, -1.78260], [4.30751, -0.64725, -3.45942], [3.05129, -3.40398, -2.18926], [2.74893, -1.34435, -3.99843], [4.00101, -0.32021, 0.40289], [3.49497, -3.13006, -0.48989], [3.22190, -0.63486, -3.30711], [5.03226, -0.27148, -1.07323], [2.84632, 0.37373, -3.52322], [3.78155, 0.98304, -0.78640], [-2.77360, -1.13343, -1.58950], [-4.05166, -0.18172, -0.69400], [-3.17650, -0.68524, -3.32637], [-2.89792, -3.46418, -2.20210], [-4.54473, -2.79743, -1.84703], [-3.40448, -3.20395, -0.51872], [-3.48889, -2.81706, -1.54092], [-2.70864, -1.39960, -4.01360], [-4.26330, -0.68496, -3.47821], [-5.02661, -0.32529, -1.17982], [-3.77925, 0.88114, -0.71336], [-2.78880, 0.31842, -3.54167], [-4.09363, -0.51037, 0.35168], [0.02991, -2.50487, -5.76840], [-0.63886, 5.19869, 1.98723], [-0.54720, 4.68799, 0.68192], [-0.37224, 3.31848, 0.46489], [-0.28600, 2.45575, 1.57208], [-0.38840, 2.94977, 2.87992], [-0.56183, 4.32676, 3.08477], [-0.01369, 0.55251, 1.25425], [1.63295, 0.33745, 2.33237], [2.07836, -0.95978, 2.64814], [3.30096, -1.13164, 3.30621], [4.11577, -0.02266, 3.57227], [3.71615, 1.25679, 3.17482], [2.48191, 1.43583, 2.53585], [-1.42744, -0.05822, 2.50052], [-1.32996, -1.33074, 3.08411], [-2.41705, -1.84979, 3.80462], [-3.60452, -1.11001, 3.90745], [-3.71545, 0.14049, 3.29134], [-2.62623, 0.66262, 2.58038], [-0.77049, 6.26925, 2.14778], [-0.61172, 5.36326, -0.17688], [-0.30157, 2.91617, -0.54892], [-0.33840, 2.27199, 3.73424], [-0.63381, 4.71452, 4.10321], [1.48474, -1.83023, 2.37805], [3.61025, -2.13690, 3.61047], [5.06777, -0.16126, 4.08343], [4.35303, 2.12590, 3.36219], [2.17923, 2.42384, 2.19677], [-0.41708, -1.91047, 2.98031], [-2.32788, -2.82501, 4.28879], [-4.44733, -1.51926, 4.46580], [-4.64153, 0.71807, 3.36187], [-2.71178, 1.63419, 2.08757]],
  "homo_ev": [-13.017, -13.850],
  "charge": 2,
  "homo_lumo_gap_ev": [6.89, 4.87],
  "largest_force_ev_per_a": 3.82,
  "e_lumo_ev": [-6.13, -8.98],
  "energy_ha": -5587.7310,
  "spin_multiplicity": 7
}

(2)
{
  "formula": "C26H36AsINOPReSSi2",
  "method": "ωB97M-V/def2-TZVPD",
  "species": ["Re", "O", "N", "C", "C", "C", "C", "C", "C", "C", "P", "C", "C", "C", "C", "C", "C", "C", "C", "C", "C", "C", "C", "H", "H", "H", "H", "H", "H", "H", "H", "H", "H", "H", "H", "H", "H", "H", "H", "S", "C", "Si", "C", "C", "As", "Si", "C", "C", "C", "H", "H", "H", "H", "H", "H", "H", "H", "H", "H", "H", "H", "H", "H", "H", "H", "H", "H", "I", "C", "H", "H"],
  "positions_angstrom": [[1.16200, -0.72477, -0.94775], [0.26491, 0.34890, -3.61829], [0.51924, 0.80150, -2.30758], [0.43732, 2.07364, -2.26754], [0.49589, 2.92726, -1.06206], [0.11251, 4.24732, -1.31738], [0.00815, 5.17917, -0.29995], [0.28086, 4.79503, 1.00334], [0.66892, 3.49224, 1.26491], [0.79636, 2.54415, 0.25058], [1.43325, 0.89667, 0.71856], [0.59070, 0.56894, 2.30197], [-0.74770, 0.17752, 2.28972], [-1.42565, -0.02892, 3.48018], [-0.77458, 0.14623, 4.69656], [0.55510, 0.53776, 4.71389], [1.23574, 0.75375, 3.51999], [3.16746, 1.21834, 1.14557], [3.88904, 0.21808, 1.79796], [5.21802, 0.42488, 2.12970], [5.84935, 1.60980, 1.77719], [5.14929, 2.59078, 1.09251], [3.80808, 2.40087, 0.78320], [0.16044, -0.61346, -3.49363], [0.20743, 2.57215, -3.20308], [-0.12223, 4.53499, -2.33526], [-0.29438, 6.19382, -0.52326], [0.19686, 5.50638, 1.81440], [0.88836, 3.20197, 2.28537], [-1.25209, 0.00757, 1.34642], [-2.46365, -0.33700, 3.45593], [-1.30188, -0.02668, 5.62620], [1.07130, 0.67645, 5.65498], [2.27097, 1.06706, 3.54856], [3.41773, -0.73094, 2.02784], [5.77039, -0.35607, 2.63569], [6.89325, 1.76151, 2.02117], [5.64309, 3.50824, 0.79958], [3.26814, 3.18071, 0.26279], [1.93907, -2.40130, 0.24628], [-2.57538, -4.72875, -1.63085], [-1.87721, -3.74823, -0.22046], [-3.19046, -3.38008, 1.04562], [-0.53773, -4.71802, 0.59020], [-1.09658, -1.70381, -1.04923], [-2.85966, -0.77267, -2.27326], [-2.64690, -1.07083, -4.10278], [-2.96520, 1.05435, -1.88873], [-4.50998, -1.51008, -1.81691], [-2.99520, -5.67467, -1.27383], [-1.77915, -4.95098, -2.34552], [-3.35905, -4.18740, -2.16366], [-3.80150, -4.26926, 1.23599], [-3.85289, -2.57182, 0.74206], [-2.70627, -3.09137, 1.98378], [-0.95455, -5.68579, 0.89207], [-0.16032, -4.20271, 1.47500], [0.30864, -4.88658, -0.07626], [-1.60789, -1.16900, -4.41318], [-3.09748, -0.25632, -4.67767], [-3.15522, -1.99974, -4.37663], [-2.09438, 1.41108, -1.34372], [-3.83968, 1.23604, -1.25778], [-3.07417, 1.64786, -2.80120], [-4.53352, -2.59772, -1.89910], [-5.25432, -1.10696, -2.51349], [-4.81469, -1.23565, -0.80512], [4.92760, -1.04642, -1.50423], [3.01267, -0.18808, -1.94302], [2.89489, -0.42693, -3.00366], [3.20851, 0.88604, -1.89968]],
  "homo_ev": [-6.401, -7.405],
  "homo_lumo_gap_ev": [5.91, 6.38],
  "largest_force_ev_per_a": 0.95,
  "e_lumo_ev": [-0.49, -1.03],
  "energy_ha": -5072.6055,
  "spin_multiplicity": 4
}